Here is a 4-piece molecular cluster, C18H27F9N2O10 overall from the OMol25 dataset. Energies are from ωB97M-V/def2-TZVPD.

Last column: natural (NBO) charge in e.
Atoms and positions in Å:
C 2.690 2.168 2.876  -0.74
C 1.845 0.921 2.936  0.81
O 0.895 0.726 2.234  -0.56
O 2.168 0.017 3.897  -0.53
C 3.554 -0.277 4.113  -0.07
C 3.636 -1.654 4.750  -0.45
C 4.985 -1.878 5.413  -0.07
O 6.077 -1.647 4.506  -0.50
C 6.368 -2.657 3.675  0.87
O 5.802 -3.719 3.680  -0.60
N 7.414 -2.289 2.801  -0.52
N 6.972 -1.665 1.601  -0.65
H 2.617 2.710 3.820  0.24
H 2.327 2.793 2.063  0.24
H 3.742 1.936 2.701  0.23
H 4.019 0.479 4.757  0.18
H 4.085 -0.274 3.156  0.18
H 3.448 -2.427 4.003  0.23
H 2.867 -1.743 5.523  0.23
H 5.137 -1.151 6.213  0.19
H 5.060 -2.881 5.833  0.21
H 7.965 -3.105 2.569  0.37
H 5.980 -1.792 1.444  0.35
H 7.209 -0.682 1.625  0.36
C -1.808 1.569 0.961  -0.65
C -2.967 2.377 1.492  -0.08
O -3.697 3.031 0.420  -0.48
C -4.582 2.289 -0.217  0.69
O -4.874 1.148 -0.010  -0.55
C -5.285 3.135 -1.305  0.90
F -4.418 3.867 -2.007  -0.31
F -6.165 3.969 -0.729  -0.32
F -5.950 2.350 -2.146  -0.30
H -1.146 2.194 0.361  0.21
H -1.231 1.153 1.782  0.25
H -2.163 0.748 0.338  0.22
H -2.629 3.198 2.120  0.19
H -3.662 1.764 2.063  0.20
C -8.960 2.517 -2.240  -0.64
C -10.439 2.210 -2.200  -0.08
O -11.162 2.974 -3.195  -0.48
C -11.148 2.487 -4.424  0.69
O -10.618 1.487 -4.808  -0.54
C -11.987 3.396 -5.354  0.90
F -11.713 4.688 -5.157  -0.31
F -13.291 3.205 -5.113  -0.31
F -11.749 3.105 -6.627  -0.30
H -8.789 3.587 -2.118  0.22
H -8.455 1.988 -1.432  0.23
H -8.520 2.200 -3.185  0.23
H -10.884 2.511 -1.255  0.20
H -10.637 1.150 -2.358  0.20
C 5.474 -4.887 -4.193  -0.64
C 6.334 -5.126 -2.973  -0.08
O 7.234 -4.015 -2.744  -0.48
C 6.718 -2.972 -2.117  0.70
O 5.598 -2.842 -1.717  -0.55
C 7.806 -1.894 -1.907  0.90
F 8.526 -1.694 -3.015  -0.31
F 8.639 -2.280 -0.937  -0.30
F 7.246 -0.739 -1.558  -0.31
H 6.096 -4.696 -5.067  0.22
H 4.863 -5.768 -4.388  0.22
H 4.811 -4.035 -4.044  0.23
H 6.991 -5.981 -3.108  0.20
H 5.732 -5.281 -2.079  0.20

The SMILES is CC(=O)OCCCOC(=O)NN.CCOC(=O)C(F)(F)F.CCOC(=O)C(F)(F)F.CCOC(=O)C(F)(F)F. The value obtained for the relative energy (zero: lowest compared OMol25 entry of this formula, charge and spin) is 0.0 kcal per mole. The HOMO-LUMO gap is 10.1 eV. The value obtained for the total energy is -2462.82699 a.u.